The following is a DFT calculation (ωB97M-V with the def2-TZVPD basis set) of a structure of composition C48H90IN6O17 in a non-equilibrium geometry.

The value obtained for the LUMO energy is -3.54 eV. The net charge is +1. For the frontier orbital gap, the calculation gives 6.514 eV. The calculation puts the maximum force at 8.4 eV Å⁻¹. Its energy is -103055.2289 eV. As for the HOMO energy: -0.370 hartree.

Each line ends with the Löwdin charge.
Positions of all 162 atoms, in Å:
C 2.96208 -4.86005 6.47224  -0.1251
C 2.28899 -5.16619 4.97917  -0.2316
C 1.65864 -3.83526 4.25692  -0.1961
N 0.37682 -4.18960 3.53730  -0.0914
N 0.33929 -3.73839 2.23379  0.0462
C -0.49209 -2.68130 1.89251  -0.0855
N -0.34598 -2.24783 0.41756  0.0534
C 0.39439 -0.90052 0.55479  -0.1104
C -0.23649 0.08671 1.70086  -0.3135
N 0.79440 0.09468 2.85174  0.0552
C -0.27796 1.60945 1.13916  -0.1107
O 0.50126 2.60083 1.94458  -0.1879
C -0.36714 3.66091 2.47328  -0.1111
C -1.70767 3.39181 3.41368  0.0250
C -2.66545 4.55716 4.05786  -0.1878
C -3.94969 4.08357 4.98998  -0.1100
C -2.26123 6.11786 3.76514  -0.0242
C -0.92755 6.44461 2.81032  0.0001
C 0.03440 5.25436 2.15860  -0.0332
C 1.34610 5.71962 1.28115  -0.3645
C 1.34799 7.29497 0.82516  -0.1362
C 1.59126 4.83474 -0.09265  -0.0964
C -1.62990 -0.47200 2.39477  -0.1931
C -3.00450 -0.11368 1.59593  -0.1295
C -3.20041 -0.80909 0.12606  -0.1882
C -2.46125 -0.04010 -1.11926  -0.1603
C -3.42334 0.00485 -2.48680  -0.1669
N -3.65898 1.40342 -3.00845  -0.1738
C -2.40260 2.05947 -3.53426  -0.1095
C -4.41604 2.27064 -2.02803  -0.2868
C -3.76347 3.46623 -1.11064  -0.0374
O -5.75469 2.04554 -1.94418  -0.0565
N -1.39142 -1.89573 2.76780  -0.0589
C -2.47416 -2.60858 3.48047  -0.6381
I -2.02344 -2.80797 5.66604  0.7694
C -2.88646 -4.09845 2.83786  -0.2465
C -4.25239 -4.56660 3.68378  -0.1568
H 2.65040 -3.79938 6.88571  0.0797
H 2.59910 -5.68267 7.24274  0.0881
H 4.12225 -4.91497 6.31058  0.0806
H 3.11608 -5.62928 4.28323  0.1100
H 1.48166 -6.02125 5.15514  0.1119
H 2.49431 -3.36988 3.55899  0.1361
H 1.45460 -3.04642 5.11593  0.1048
H 0.13006 -5.20294 3.61685  0.1318
H 0.97207 -4.20792 1.52076  0.1972
H 0.28900 -2.89950 -0.09275  0.1039
H 1.51762 -1.14896 0.85813  0.1439
H 0.43319 -0.45840 -0.52651  0.1241
H 0.45084 0.64885 3.66136  0.0797
H 1.73409 0.38285 2.51333  0.0875
H 0.25686 1.62497 0.07069  0.1450
H -1.32360 2.09227 0.97308  0.1062
H -1.97853 2.27830 3.65393  0.0718
H -4.17757 4.95203 5.74124  0.0826
H -4.86940 3.99619 4.24173  0.0923
H -3.71058 3.07387 5.53556  0.0830
H -2.90094 6.99198 4.24015  0.0943
H -0.70928 7.60914 2.67561  0.0917
H 2.28249 5.58642 2.00948  0.1368
H 1.40386 8.05961 1.72645  0.0842
H 0.28826 7.49651 0.31401  0.0969
H 2.14582 7.57058 0.00465  0.0805
H 0.53685 4.59074 -0.54267  0.0832
H 2.28036 5.47852 -0.80127  0.0850
H 2.15149 3.84630 0.26663  0.0868
H -1.69997 0.13009 3.42653  0.1588
H -3.16259 1.05740 1.41508  0.1252
H -3.98853 -0.40635 2.20878  0.1258
H -4.37065 -0.75942 -0.10743  0.1249
H -2.95394 -1.97686 0.13297  0.1018
H -2.14004 1.05678 -0.86881  0.0804
H -1.54431 -0.73357 -1.43814  0.0964
H -2.88369 -0.59178 -3.36623  0.1339
H -4.45816 -0.51679 -2.31522  0.1294
H -1.51949 2.04659 -2.76561  0.0809
H -2.01439 1.57667 -4.55479  0.1117
H -2.70297 3.17445 -3.82398  0.1177
H -2.59950 3.36618 -1.01756  0.0593
H -3.98755 4.53171 -1.59381  0.1137
H -4.21614 3.39517 -0.03219  0.0955
H -3.52927 -2.04878 3.52683  0.1005
H -2.09683 -4.93001 3.05819  0.0926
H -3.23047 -4.02656 1.71748  0.1137
H -3.81809 -5.09673 4.66100  0.0591
H -4.89445 -3.66218 4.05452  0.0807
H -4.86980 -5.38736 3.12361  0.0900
C -1.51777 -4.52778 -2.11650  -0.1099
C -1.43208 -5.62250 -1.06803  -0.1664
O -2.57293 -6.48665 -1.14386  0.0353
C -2.53103 -7.43161 -2.11726  -0.5386
O -1.61879 -7.60466 -2.91032  0.1272
O -3.68901 -8.13521 -2.07029  -0.0022
C -3.80713 -9.12034 -3.09404  -0.0430
H -2.47187 -3.99591 -2.04158  0.1221
H -0.70084 -3.81120 -1.99574  0.0576
H -1.46479 -4.94410 -3.12730  0.1253
H -1.44136 -5.17192 -0.07015  0.1052
H -0.50098 -6.19419 -1.15483  0.1403
H -2.93639 -9.78397 -3.11040  0.1004
H -3.94106 -8.63423 -4.06544  0.1030
H -4.69434 -9.72431 -2.88357  0.0985
C 4.86806 -6.41430 -5.27466  -0.0693
C 3.54434 -6.54342 -6.00687  -0.2175
O 2.44988 -6.52279 -5.08179  0.0253
C 2.07412 -5.29461 -4.64291  -0.5439
O 2.57719 -4.23107 -4.96980  0.1066
O 1.05763 -5.45634 -3.76043  0.0196
C 0.61287 -4.24026 -3.16392  -0.0981
H 4.94916 -7.17169 -4.48815  0.0814
H 5.70638 -6.52958 -5.96703  0.0820
H 4.95568 -5.43875 -4.78633  0.0739
H 3.50617 -7.50898 -6.52174  0.1251
H 3.42666 -5.76609 -6.77057  0.1253
H 0.36761 -3.49064 -3.92337  0.1318
H 1.37658 -3.86035 -2.47814  0.1123
H -0.29271 -4.45500 -2.58944  -0.1222
C 2.09187 2.80403 4.96483  -0.0664
C 2.59963 2.10669 6.21420  -0.2147
O 2.63002 3.01373 7.32343  0.0277
C 1.44024 3.22791 7.94050  -0.5467
O 0.37303 2.71742 7.63796  0.1012
O 1.63907 4.12536 8.93711  -0.0030
C 0.44685 4.49683 9.62494  -0.0496
H 2.67064 3.71238 4.76801  0.0902
H 2.16183 2.14285 4.09684  0.0523
H 1.04794 3.11155 5.08090  0.0700
H 3.62899 1.77125 6.05060  0.1245
H 2.00472 1.21725 6.45147  0.1209
H -0.09742 3.61652 9.98227  0.0971
H -0.18686 5.10414 8.97114  0.0997
H 0.72907 5.10053 10.49219  0.0968
C 7.19187 5.44267 -3.52381  -0.0684
C 7.69963 4.74533 -2.27444  -0.2201
O 7.73002 5.65237 -1.16521  0.0258
C 6.54024 5.86655 -0.54814  -0.5475
O 5.47303 5.35605 -0.85068  0.0935
O 6.73907 6.76399 0.44847  -0.0017
C 5.54685 7.13547 1.13631  -0.0512
H 7.77064 6.35102 -3.72062  0.0842
H 7.26183 4.78149 -4.39180  0.0806
H 6.14794 5.75019 -3.40774  0.0744
H 8.72899 4.40989 -2.43803  0.1244
H 7.10472 3.85588 -2.03716  0.1220
H 5.00258 6.25516 1.49363  0.0885
H 4.91314 7.74277 0.48250  0.0940
H 5.82907 7.73917 2.00355  0.0981
C -0.93396 -0.63501 -10.95168  -0.0677
C -0.43691 -0.38397 -9.53926  -0.2215
O -1.03336 0.80040 -8.99560  0.0200
C -2.29402 0.65584 -8.51389  -0.5525
O -2.94285 -0.37854 -8.50095  0.1057
O -2.71595 1.86560 -8.07048  -0.0135
C -4.06213 1.87034 -7.60115  -0.0522
H -0.78600 0.25224 -11.57595  0.0835
H -0.40651 -1.47952 -11.40340  0.0809
H -2.00629 -0.85383 -10.95988  0.0766
H 0.64455 -0.21395 -9.55910  0.1229
H -0.61552 -1.24716 -8.88784  0.1225
H -4.22477 1.09026 -6.85024  0.0933
H -4.75074 1.74642 -8.44278  0.1013
H -4.25592 2.84051 -7.13487  0.0942

Atomic forces in eV per Å
C -0.1 -0.2 -0.6
C 0.1 -0.5 0.5
C 1.4 -0.2 1.6
N 0.9 -0.5 0.8
N -2.0 1.7 -0.8
C 0.4 0.3 -1.5
N 0.6 0.4 4.3
C 1.1 0.2 -0.7
C 1.1 0.5 1.1
N -1.0 -0.8 -1.1
C 0.0 1.1 -1.9
O -3.3 0.8 0.5
C -2.1 3.7 1.5
C 1.1 2.7 -0.7
C 3.4 0.8 -2.0
C 0.6 1.0 -1.3
C 2.3 -3.4 -1.6
C -1.4 -3.3 1.3
C -2.8 0.0 1.8
C 0.9 0.2 0.2
C -1.8 0.5 0.0
C 0.2 -0.1 1.5
C 0.2 2.4 0.0
C -1.3 -0.1 -0.9
C -1.2 -0.1 -0.3
C 0.0 -1.4 -0.8
C 0.2 -0.8 -0.3
N 0.6 1.2 1.9
C 0.3 1.0 -0.8
C -6.1 -1.2 -0.1
C 0.3 -0.1 -0.5
O 8.3 1.3 -0.1
N 1.2 -2.5 -2.7
C -1.7 -1.7 -0.3
I -0.1 0.2 -1.0
C -1.6 0.2 1.3
C 1.3 -0.9 1.0
H 0.7 -2.2 -0.9
H 1.0 1.8 -1.7
H -2.3 0.2 0.7
H -1.7 0.9 1.3
H 1.4 2.0 -0.6
H -2.0 -0.9 1.1
H 0.1 -1.5 -2.0
H 0.5 1.3 -0.3
H -1.2 1.1 0.8
H -0.5 0.5 0.8
H -2.3 0.7 -0.5
H -0.3 -0.5 2.2
H 0.6 -0.2 -1.1
H -1.2 0.1 0.5
H -1.1 -0.1 2.3
H 1.7 -1.2 0.4
H 0.5 2.3 -0.5
H 0.5 -1.8 -1.3
H 1.9 0.0 1.8
H -0.5 2.1 -1.1
H 1.6 -2.0 -1.2
H -0.3 -3.0 0.1
H -2.0 0.1 -1.6
H 0.1 -1.7 -1.8
H 2.2 -0.3 1.0
H -1.4 -0.9 1.9
H 2.2 0.4 0.6
H -1.5 -1.6 1.3
H -1.3 2.1 -1.2
H 0.2 -1.5 -2.1
H 0.8 -2.5 0.7
H 2.4 0.5 -1.0
H 2.5 0.0 0.6
H -0.3 2.6 0.0
H -0.5 -2.2 -0.3
H -1.7 1.9 0.8
H -1.2 1.4 1.9
H 2.0 1.1 -0.2
H -1.5 0.2 -1.4
H -1.1 0.7 2.4
H 0.9 -2.4 0.8
H -2.2 0.1 -0.3
H 0.3 -2.4 1.1
H 0.6 0.2 -2.3
H 2.9 -0.7 -0.5
H -1.3 1.8 -0.8
H 1.2 0.1 2.0
H -1.2 1.2 -2.0
H 1.1 -1.7 -1.0
H 1.1 1.9 0.9
C -5.6 0.3 2.2
C 0.2 0.1 -0.1
O 0.2 -0.4 -0.2
C 0.2 -0.5 -0.9
O -1.3 0.4 1.4
O 1.1 0.9 0.3
C -0.1 -0.6 -0.5
H -0.3 -0.2 0.3
H -3.3 1.6 2.5
H -0.8 -0.1 0.3
H -0.3 -0.2 0.0
H -0.2 -0.1 -0.2
H -0.1 0.3 -0.1
H 0.2 -0.1 0.1
H 0.1 0.3 0.2
C 0.0 0.2 0.3
C 0.6 0.0 -0.4
O -0.7 1.0 0.4
C 0.7 0.0 -0.4
O -0.8 -1.4 0.5
O 1.0 0.2 -0.9
C 3.0 -0.6 -1.3
H 0.0 0.0 -0.2
H -0.1 0.0 0.1
H 0.0 -0.1 -0.2
H -0.3 0.1 0.3
H -0.1 0.0 0.3
H 0.1 0.1 0.1
H 0.4 0.3 -0.1
H 6.1 -1.5 -3.7
C -0.2 0.2 0.1
C 0.0 -0.2 -0.5
O -0.8 0.0 0.7
C -0.3 0.0 -0.2
O 1.4 0.6 0.4
O 0.0 -0.9 -0.9
C -0.5 0.2 0.4
H 0.0 -0.2 0.0
H 0.1 0.1 0.1
H 0.1 -0.1 0.0
H -0.1 0.2 0.3
H 0.0 0.3 0.1
H 0.1 0.2 -0.2
H 0.0 -0.2 0.1
H 0.2 -0.1 -0.3
C -0.2 0.2 0.0
C 0.0 -0.3 -0.6
O -0.9 0.1 0.9
C -0.1 -0.1 -0.4
O 1.3 0.6 0.5
O 0.0 -0.8 -0.7
C -0.4 0.2 0.3
H 0.1 -0.2 0.0
H 0.0 0.1 0.1
H 0.1 -0.2 0.0
H -0.1 0.2 0.3
H 0.0 0.3 0.1
H 0.1 0.1 -0.2
H 0.0 -0.2 0.1
H 0.2 -0.1 -0.3
C -0.3 0.1 -0.1
C 0.2 -0.5 -0.4
O -1.0 0.1 0.7
C -0.1 -0.5 -0.3
O 0.9 1.4 0.1
O 0.5 -0.9 -0.2
C -0.6 0.1 0.2
H 0.1 -0.1 0.1
H 0.0 0.1 0.1
H 0.2 -0.1 0.1
H -0.3 0.3 0.2
H -0.2 0.2 -0.1
H 0.0 0.0 -0.3
H 0.1 -0.1 0.2
H 0.3 -0.1 -0.2